The following is a DFT calculation (wB97M-V/def2-TZVPD) of C30H23I2MnN3O7S3 as an isolated structure.

```
69
Properties=species:S:1:pos:R:3
Mn -0.632 -0.141 0.340
I -1.520 4.025 3.169
C -0.002 2.621 3.288
C 1.008 2.733 4.270
C 2.022 1.821 4.366
I 3.456 2.053 5.862
C 2.094 0.727 3.460
C 3.074 -0.285 3.410
C 2.996 -1.257 2.450
C 1.951 -1.242 1.516
N 1.013 -0.320 1.556
C 1.075 0.646 2.504
C 0.019 1.573 2.407
O -0.837 1.343 1.438
H 0.966 3.564 4.960
H 3.886 -0.281 4.126
H 3.743 -2.033 2.378
H 1.879 -1.986 0.738
C -3.737 1.959 -2.910
C -3.026 1.504 -1.672
S -1.441 1.716 -1.469
C -3.827 0.824 -0.622
C -5.321 0.910 -0.713
S -3.144 -0.006 0.582
H -3.032 2.392 -3.614
H -4.496 2.704 -2.664
H -4.247 1.120 -3.387
H -5.644 1.953 -0.727
H -5.789 0.403 0.126
H -5.666 0.449 -1.641
C 2.845 3.182 -6.472
C 2.665 2.627 -5.087
C 3.293 1.447 -4.702
C 3.116 0.927 -3.429
C 2.290 1.590 -2.534
C 1.665 2.778 -2.890
C 1.858 3.287 -4.161
S 2.065 0.951 -0.902
O 1.694 2.044 -0.043
O 3.242 0.176 -0.603
N 0.754 -0.011 -1.024
C 0.859 -1.148 -1.926
C -0.536 -1.722 -2.012
O -0.913 -2.472 -2.874
O -1.300 -1.272 -1.035
H 3.688 2.714 -6.979
H 3.016 4.258 -6.444
H 1.953 3.007 -7.076
H 3.938 0.932 -5.403
H 3.627 0.025 -3.120
H 1.059 3.302 -2.165
H 1.383 4.220 -4.439
H 1.540 -1.926 -1.567
H 1.182 -0.841 -2.923
O -2.043 -0.646 3.262
C -1.646 -1.650 2.718
N -1.066 -1.716 1.454
C -0.623 -3.004 1.195
O 0.080 -3.348 0.272
C -1.081 -3.868 2.329
C -0.950 -5.224 2.535
C -1.470 -5.737 3.721
C -2.088 -4.909 4.655
C -2.208 -3.539 4.436
C -1.693 -3.046 3.256
H -0.467 -5.856 1.802
H -1.395 -6.797 3.924
H -2.477 -5.341 5.567
H -2.680 -2.883 5.155
```

Results
expectation value of S² = 0.85
energy above the lowest of the compared OMol25 structures with the same formula, charge and spin = 1.7 kJ/mol
spin multiplicity = 2
molar mass = 942.5 g/mol